{"formula": "C33H33LiN8S", "method": "the ωB97M-V functional and the def2-TZVPD basis", "species": ["Li", "N", "C", "N", "C", "N", "N", "C", "N", "C", "C", "C", "C", "C", "N", "H", "H", "H", "H", "H", "H", "H", "H", "C", "C", "C", "C", "C", "C", "C", "C", "S", "C", "N", "C", "C", "C", "C", "C", "C", "C", "C", "H", "H", "H", "H", "H", "H", "H", "H", "H", "H", "H", "H", "H", "H", "H", "H", "C", "C", "C", "C", "C", "C", "C", "C", "N", "H", "H", "H", "H", "H", "H", "H", "H", "H"], "coordinates": [[8.395987, 11.190277, 13.392796], [6.638324, 11.485961, 16.171353], [7.924415, 11.292520, 16.526596], [8.214987, 11.346445, 17.823098], [9.528492, 11.099572, 18.132426], [9.889161, 11.126262, 19.431218], [10.448409, 10.804072, 17.214397], [10.049732, 10.825051, 15.961452], [8.796750, 11.074550, 15.509194], [11.075066, 10.639921, 14.980847], [12.421985, 10.656443, 15.439743], [13.438657, 10.557907, 14.512060], [13.080572, 10.362591, 13.182365], [11.743103, 10.352660, 12.810788], [10.755341, 10.554723, 13.705984], [5.946288, 11.727065, 16.879528], [6.422070, 11.780222, 15.204441], [9.168541, 11.174662, 20.141704], [10.771751, 10.709662, 19.709299], [12.584465, 10.836282, 16.494621], [14.483591, 10.632929, 14.828649], [13.857890, 10.128117, 12.444689], [11.412161, 10.241260, 11.780887], [10.451432, 15.735683, 8.304032], [11.248831, 14.629639, 9.028377], [12.501285, 14.302592, 8.235105], [11.606385, 15.091019, 10.453089], [10.363311, 13.360502, 9.042842], [9.988144, 12.791500, 7.774360], [9.234185, 11.647100, 7.638774], [8.664768, 11.065621, 8.800739], [7.584540, 9.703652, 9.022909], [7.716453, 9.953401, 10.774008], [8.491549, 10.939896, 11.185390], [9.025237, 11.605213, 10.101031], [9.857912, 12.761346, 10.193076], [7.084055, 9.047045, 11.759137], [6.553908, 7.798876, 11.388168], [5.967247, 6.947808, 12.320255], [5.877289, 7.327913, 13.653382], [6.480078, 8.549345, 14.008211], [7.067271, 9.424395, 13.124338], [11.122121, 16.602678, 8.161582], [9.585067, 16.028762, 8.866950], [10.150931, 15.413700, 7.317313], [13.186878, 15.162066, 8.231176], [12.290536, 14.035663, 7.170236], [13.049948, 13.439764, 8.642201], [12.212703, 16.024353, 10.377213], [12.217630, 14.369696, 11.004483], [10.716279, 15.369762, 11.031483], [10.396216, 13.293995, 6.897790], [8.991059, 11.268860, 6.650650], [10.104820, 13.197907, 11.158648], [6.640496, 7.443659, 10.359014], [5.574665, 5.997289, 11.986521], [5.422700, 6.670374, 14.392030], [6.516013, 8.915553, 15.028430], [5.541460, 14.634237, 13.139116], [6.901334, 15.285283, 13.269185], [7.125335, 16.652509, 13.172274], [8.395729, 17.208623, 13.327846], [9.478531, 16.371123, 13.564369], [9.370539, 15.001117, 13.703475], [10.456621, 14.060564, 14.149900], [8.023617, 14.345265, 13.461356], [7.911173, 13.116763, 13.407282], [4.774410, 15.376786, 12.900483], [5.205089, 14.158280, 14.053486], [5.532342, 13.884758, 12.361630], [6.244621, 17.271112, 12.953606], [8.535809, 18.282026, 13.292204], [10.460260, 16.834900, 13.689879], [11.423348, 14.624128, 14.180371], [10.582278, 13.255692, 13.429223], [10.240212, 13.659147, 15.146949]], "atomic_forces_ev_per_a": [[-0.3, 0.6, 0.0], [-0.8, 0.3, -0.4], [-0.4, 0.5, -1.0], [1.7, -0.3, 1.4], [-2.0, -0.2, -2.2], [0.4, 0.0, 1.4], [0.2, 0.2, 2.2], [-2.9, 0.7, -0.8], [1.4, -0.5, 1.4], [2.3, 0.0, -0.2], [-0.3, 0.3, -0.5], [-0.3, 0.0, 0.6], [0.4, -0.6, -0.9], [-0.3, 0.5, 0.8], [0.0, -0.5, -1.1], [0.8, -0.1, -0.3], [0.6, -0.2, 0.4], [0.1, 0.0, -0.5], [-0.4, 0.2, -0.4], [0.1, -0.1, -0.2], [-0.3, -0.1, -0.2], [-0.4, 0.3, 0.1], [0.2, 0.0, 0.1], [1.3, 0.2, 0.1], [-0.9, -0.7, 0.3], [0.7, -0.2, -0.8], [0.3, 0.9, -0.4], [-0.9, -0.8, -0.6], [0.9, 0.5, 0.8], [-0.9, -0.1, 0.7], [1.1, 0.9, 1.0], [0.6, 0.8, 0.4], [0.8, 0.3, 1.3], [-0.8, -1.1, -1.5], [-0.1, 0.2, -1.3], [0.1, -0.2, -0.4], [-0.7, -1.0, 0.4], [0.3, 0.2, -0.5], [-0.2, 0.1, -0.2], [0.7, 0.7, 0.1], [-0.6, -0.7, 0.4], [1.0, 1.3, -1.2], [-0.3, -0.1, 0.1], [-0.4, 0.2, 0.3], [-0.2, -0.1, -0.3], [-0.1, -0.1, 0.0], [0.1, 0.3, 0.8], [-0.2, 0.2, 0.1], [-0.3, -0.5, 0.0], [-0.3, -0.1, -0.1], [0.1, -0.3, 0.0], [-0.3, -0.3, 0.0], [0.0, 0.0, 0.1], [-0.3, -0.3, 0.1], [-0.1, 0.0, 0.0], [-0.1, -0.1, 0.0], [0.0, 0.1, 0.0], [-0.3, -0.5, 0.4], [0.2, 1.1, -0.2], [0.0, 0.6, 0.0], [-0.9, -1.2, 0.1], [-0.2, 1.0, -0.4], [0.9, -1.0, 0.6], [-1.1, 0.4, -0.1], [0.8, 1.5, -0.5], [1.2, 2.5, 0.1], [-0.5, -3.9, 0.3], [0.0, 0.2, -0.1], [0.1, -0.4, 0.4], [0.1, -0.4, -0.2], [0.3, 0.1, 0.1], [0.0, 0.1, -0.1], [0.1, 0.0, 0.1], [-0.4, -0.3, 0.2], [-0.1, -0.4, 0.1], [0.0, -0.2, -0.1]], "gap_ev": [2.8, 2.8], "charge": -2, "multiplicity": 1}

***

{"formula": "C33H34BBrCrFN3O7", "method": "the ωB97M-V functional and the def2-TZVPD basis", "species": ["Cr", "C", "C", "N", "C", "C", "C", "O", "O", "C", "O", "C", "C", "C", "F", "C", "C", "C", "N", "C", "C", "N", "C", "C", "H", "H", "H", "H", "H", "H", "H", "H", "H", "H", "H", "H", "H", "H", "H", "H", "H", "H", "Br", "C", "C", "C", "C", "C", "C", "C", "O", "O", "H", "H", "H", "H", "C", "C", "C", "C", "C", "C", "C", "C", "O", "B", "O", "C", "C", "H", "H", "H", "H", "H", "H", "H", "H", "H", "H", "H", "H"], "coordinates": [[2.624752, -1.699609, -2.851961], [4.515196, 1.848256, 1.142170], [5.105189, 0.562277, 1.702807], [4.717146, -0.617356, 0.928538], [5.394854, -0.873917, -0.218351], [5.003285, -1.771545, -1.157361], [5.541077, -1.616351, -2.575758], [6.739787, -1.497629, -2.763022], [4.585786, -1.522691, -3.423013], [3.888907, -2.614354, -0.884413], [3.364382, -3.398067, -1.720522], [3.212099, -2.395620, 0.387595], [2.023178, -3.102688, 0.599589], [1.124403, -2.614953, 1.486498], [-0.078281, -3.216476, 1.644126], [1.339155, -1.397120, 2.146579], [2.564137, -0.783863, 2.056856], [3.537108, -1.288328, 1.173923], [0.215899, -0.640822, 2.623525], [-0.533667, -0.171047, 1.435393], [-1.770096, 0.581751, 1.917648], [-1.472368, 1.053225, 3.316024], [-1.433567, -0.110519, 4.273799], [-0.693488, -1.261151, 3.578801], [4.845238, 2.701906, 1.735702], [3.427581, 1.815035, 1.130120], [4.831521, 1.995362, 0.109444], [4.816261, 0.397125, 2.741174], [6.193768, 0.605291, 1.685261], [6.259399, -0.248584, -0.406357], [1.780994, -3.937919, -0.042886], [2.689310, 0.172638, 2.542236], [-0.855605, -0.996924, 0.790662], [0.127019, 0.470130, 0.848547], [-2.649922, -0.055742, 1.983657], [-2.002739, 1.442121, 1.295391], [-2.135001, 1.759419, 3.627236], [-0.534375, 1.459387, 3.302478], [-2.463130, -0.362809, 4.520995], [-0.917923, 0.235622, 5.167430], [-1.402100, -1.948402, 3.107204], [-0.126459, -1.825660, 4.316108], [-0.102257, 6.610608, -1.944649], [0.587504, 4.842196, -1.949486], [0.790763, 4.195091, -0.741399], [1.292958, 2.902771, -0.754609], [1.584971, 2.260817, -1.951442], [1.372674, 2.930594, -3.149603], [0.876025, 4.226137, -3.155903], [2.098623, 0.839431, -1.936674], [2.352082, 0.313449, -0.837564], [2.211422, 0.279945, -3.070290], [0.566167, 4.701687, 0.187801], [1.474146, 2.367301, 0.169670], [1.595151, 2.417034, -4.074765], [0.710889, 4.750774, -4.086671], [-4.914610, 1.209162, -0.107153], [-5.114535, -0.108820, -0.866879], [-6.239310, -0.882418, -0.179359], [-5.565215, 0.215620, -2.298554], [-3.804363, -0.902518, -0.918506], [-3.701563, -2.207891, -0.438989], [-2.540474, -2.978345, -0.597527], [-1.475629, -2.400783, -1.245519], [-0.252406, -2.913114, -1.551759], [0.482293, -1.895781, -2.246842], [-0.401125, -0.770086, -2.339243], [-1.558691, -1.093604, -1.720029], [-2.690752, -0.327613, -1.556824], [-5.834960, 1.797343, -0.113112], [-4.123163, 1.815811, -0.550798], [-4.655241, 1.009051, 0.936094], [-7.147787, -0.277317, -0.172721], [-5.991278, -1.125065, 0.856964], [-6.463374, -1.813358, -0.701291], [-6.503405, 0.775293, -2.285143], [-5.720411, -0.702539, -2.866764], [-4.823357, 0.813803, -2.827512], [-4.555736, -2.677589, 0.028674], [-2.491996, -3.998183, -0.241560], [-2.722700, 0.671670, -1.973911]], "atomic_forces_ev_per_a": [[0.1, 0.0, 0.0], [0.0, 0.0, 0.0], [0.0, 0.0, 0.0], [0.0, 0.0, 0.0], [-0.1, 0.1, 0.1], [0.1, 0.0, 0.0], [-0.1, 0.1, 0.0], [0.0, 0.0, 0.0], [0.0, -0.1, -0.1], [-0.2, -0.1, 0.0], [0.2, 0.1, -0.1], [0.1, -0.1, 0.0], [0.0, -0.1, 0.0], [0.0, 0.0, 0.0], [0.0, 0.0, 0.0], [0.0, 0.0, 0.0], [0.0, 0.0, 0.0], [0.0, 0.0, 0.1], [0.0, 0.1, 0.0], [0.0, 0.0, 0.0], [-0.1, 0.0, 0.0], [0.0, 0.0, 0.0], [0.0, 0.0, 0.0], [0.0, 0.0, 0.0], [0.0, 0.0, 0.0], [0.0, 0.0, 0.0], [0.0, 0.0, 0.0], [0.0, 0.0, 0.0], [0.0, 0.0, 0.0], [0.0, 0.0, 0.0], [0.0, 0.0, 0.0], [0.0, 0.0, 0.0], [0.0, 0.1, 0.1], [0.0, 0.0, 0.0], [0.0, 0.0, 0.0], [0.0, 0.0, 0.0], [0.0, 0.0, 0.0], [0.0, 0.0, 0.0], [0.0, 0.0, 0.0], [0.0, 0.0, 0.0], [0.0, 0.0, 0.0], [0.0, 0.0, 0.0], [0.0, 0.0, 0.0], [0.0, 0.0, 0.0], [0.0, 0.0, 0.0], [0.0, 0.0, 0.0], [0.0, 0.0, 0.0], [0.0, 0.0, 0.0], [0.0, 0.0, 0.0], [0.0, 0.0, -0.2], [-0.1, 0.0, 0.0], [0.2, 0.1, 0.1], [0.0, 0.0, 0.0], [0.0, 0.0, 0.0], [0.0, 0.0, 0.0], [0.0, 0.0, 0.0], [0.0, 0.0, 0.0], [0.0, 0.0, 0.0], [0.0, 0.0, 0.0], [0.0, 0.0, 0.0], [0.0, 0.0, 0.0], [0.0, 0.0, 0.0], [0.0, 0.0, 0.1], [0.0, 0.0, -0.1], [-0.1, 0.1, 0.0], [0.0, -0.1, 0.0], [0.0, 0.1, 0.1], [-0.1, -0.1, 0.0], [0.0, 0.0, 0.0], [0.0, 0.0, 0.0], [0.0, 0.0, 0.0], [0.0, 0.0, 0.0], [0.0, 0.0, 0.0], [0.0, 0.0, 0.0], [0.0, 0.0, 0.0], [0.0, 0.0, 0.0], [0.0, 0.0, 0.0], [0.0, 0.0, 0.0], [0.0, 0.0, 0.0], [0.0, 0.0, 0.0], [0.0, 0.0, 0.0]], "s_squared": 6.02, "gap_ev": [6.0, 6.2], "multiplicity": 5}

***

{"formula": "C33H34BF4FeN8SbSe5", "method": "the ωB97M-V functional and the def2-TZVPD basis", "species": ["Fe", "C", "C", "N", "C", "C", "N", "C", "C", "C", "C", "C", "N", "C", "C", "N", "C", "C", "N", "C", "C", "C", "N", "C", "C", "H", "H", "H", "H", "H", "H", "H", "H", "H", "H", "H", "H", "Se", "Sb", "Se", "Se", "Se", "C", "C", "C", "C", "N", "C", "Se", "N", "C", "C", "C", "C", "C", "C", "C", "C", "C", "C", "H", "H", "H", "H", "H", "H", "H", "H", "H", "H", "H", "H", "H", "H", "H", "H", "H", "H", "H", "H", "H", "H", "F", "B", "F", "F", "F"], "coordinates": [[2.694135, 0.834332, -1.675214], [1.446097, -1.982875, -4.668234], [1.868414, -0.803774, -4.074506], [1.959451, -0.701490, -2.751607], [1.702637, -1.807326, -2.021707], [1.267617, -2.966853, -2.644393], [1.123653, -3.061602, -3.959767], [1.991256, -1.671810, -0.579067], [1.729280, -2.578329, 0.401543], [1.979307, -2.236474, 1.770323], [2.656074, -1.001264, 1.997754], [2.937250, -0.171455, 0.949226], [2.560697, -0.475162, -0.312240], [3.635042, 1.120386, 0.979657], [4.300303, 1.657181, 2.078559], [4.949600, 2.807247, 2.033146], [4.942036, 3.448404, 0.861210], [4.284258, 2.950320, -0.245232], [3.633313, 1.790051, -0.193256], [1.488170, -3.048773, 2.851382], [0.917252, -4.326220, 2.652872], [0.416328, -5.040798, 3.720465], [0.418100, -4.623630, 4.991006], [0.961777, -3.416581, 5.187528], [1.490522, -2.616967, 4.197365], [1.362553, -2.049533, -5.745045], [2.134147, 0.070417, -4.650504], [1.047981, -3.850248, -2.057380], [1.245898, -3.507670, 0.139577], [2.954157, -0.706931, 2.993836], [4.310014, 1.119842, 3.019279], [5.473859, 4.389519, 0.808044], [4.258770, 3.480554, -1.188151], [0.875955, -4.775468, 1.670836], [-0.018162, -6.021077, 3.545895], [0.965222, -3.062384, 6.214491], [1.875415, -1.645085, 4.474046], [-2.045227, 5.189950, -4.820310], [0.041964, 4.217210, -5.584608], [0.269654, 2.036857, -4.261101], [2.291667, 2.717010, -3.262370], [0.273326, 3.751085, -7.946725], [-2.282310, -2.251138, 3.360951], [-2.320862, -0.747298, 3.101775], [-1.022579, -0.222188, 2.496681], [-0.780616, -0.626739, 1.050006], [-1.652712, 0.044543, 0.097626], [-1.351665, 1.246712, -0.473749], [0.173797, 2.213385, -0.172223], [-2.399221, 1.597480, -1.258117], [-2.523021, 2.840543, -2.019497], [-3.606128, 3.773903, -1.497441], [-3.314328, 4.466371, -0.166969], [-3.363286, 3.553294, 1.057174], [-3.345519, 0.590980, -1.242760], [-4.546323, 0.446373, -1.919343], [-5.267714, -0.717192, -1.691682], [-4.801913, -1.702697, -0.819337], [-3.594726, -1.561709, -0.147946], [-2.873995, -0.400700, -0.376326], [-3.214159, -2.604219, 3.806783], [-1.461055, -2.506628, 4.035226], [-2.119593, -2.821613, 2.444120], [-2.503515, -0.229835, 4.048034], [-3.165332, -0.490526, 2.453364], [-0.176893, -0.606290, 3.078176], [-0.973908, 0.868359, 2.546501], [-0.887051, -1.703759, 0.907330], [0.228248, -0.347839, 0.771293], [-2.717950, 2.584569, -3.061072], [-1.548560, 3.323459, -2.000006], [-4.564607, 3.245869, -1.421154], [-3.719414, 4.528069, -2.278678], [-4.055330, 5.262331, -0.039417], [-2.340133, 4.958855, -0.229768], [-4.270603, 2.941832, 1.051058], [-3.364814, 4.140331, 1.978702], [-2.498778, 2.891297, 1.101857], [-4.898476, 1.205082, -2.604389], [-6.207773, -0.864833, -2.207330], [-5.389996, -2.598285, -0.665161], [-3.235222, -2.327911, 0.524917], [5.615512, -0.679769, -0.331370], [5.471057, -0.983724, -1.695657], [6.717040, -1.161416, -2.291602], [4.671813, -2.125246, -1.861473], [4.812851, 0.127335, -2.335728]], "atomic_forces_ev_per_a": [[0.1, 0.5, -0.8], [0.0, -0.1, 0.0], [0.0, 0.1, 0.0], [0.0, -0.3, -0.1], [0.1, 0.1, 0.2], [0.0, 0.0, 0.0], [0.0, 0.0, 0.0], [0.0, 0.0, -0.2], [-0.1, 0.0, 0.1], [0.0, 0.0, 0.0], [0.0, 0.0, 0.0], [0.0, 0.0, 0.0], [-0.1, -0.3, 0.2], [0.0, 0.0, -0.1], [0.0, -0.1, 0.0], [0.0, 0.1, -0.1], [0.0, 0.0, 0.1], [0.0, 0.0, 0.0], [-0.1, 0.0, 0.2], [0.1, 0.0, -0.1], [0.0, 0.0, 0.0], [0.0, 0.0, 0.0], [0.0, 0.0, 0.1], [0.0, 0.0, 0.0], [0.0, 0.0, 0.0], [0.0, 0.0, 0.0], [0.0, 0.0, 0.0], [0.0, 0.0, 0.0], [0.0, 0.0, 0.0], [0.0, 0.0, 0.0], [0.0, 0.0, 0.0], [0.0, 0.0, 0.0], [0.0, 0.0, 0.0], [0.0, 0.0, 0.0], [0.0, 0.0, 0.0], [0.0, 0.0, 0.0], [0.0, 0.0, 0.0], [-0.1, 0.1, 0.0], [0.0, 0.2, 0.0], [-0.1, -0.1, 0.1], [0.5, -0.3, 0.3], [0.0, 0.0, -0.1], [0.0, 0.0, 0.0], [0.0, 0.0, 0.0], [0.0, 0.0, 0.0], [-0.1, -0.1, 0.0], [-0.1, -0.1, 0.0], [0.1, 0.2, 0.3], [-0.1, 0.0, 0.0], [0.0, 0.0, -0.1], [0.0, 0.0, 0.0], [0.0, 0.0, 0.0], [0.0, 0.0, 0.0], [0.0, 0.0, 0.0], [0.0, -0.1, 0.0], [0.0, 0.0, 0.0], [0.0, 0.0, 0.0], [0.0, 0.0, 0.0], [0.0, 0.0, 0.0], [0.0, 0.1, 0.0], [0.0, 0.0, 0.0], [0.0, 0.0, 0.0], [0.0, 0.0, 0.0], [0.0, 0.0, 0.0], [0.0, 0.0, 0.0], [0.0, 0.0, 0.0], [0.0, 0.0, 0.0], [0.0, 0.0, 0.0], [0.1, 0.0, 0.0], [0.0, 0.0, 0.0], [0.0, 0.0, 0.0], [0.0, 0.0, 0.0], [0.0, 0.0, 0.0], [0.0, 0.0, 0.0], [0.0, 0.0, 0.0], [0.0, 0.0, 0.0], [0.0, 0.0, 0.0], [0.0, 0.0, 0.0], [0.0, 0.0, 0.0], [0.0, 0.0, 0.0], [0.0, 0.0, 0.0], [0.0, 0.0, 0.0], [0.0, 0.0, 0.0], [0.1, 0.0, 0.0], [0.0, 0.0, 0.0], [0.0, 0.0, 0.0], [-0.1, 0.0, 0.1]], "s_squared": 6.06, "gap_ev": [5.1, 5.4], "charge": -2, "multiplicity": 5}

***

Which ΔE to the lowest compared entry with this formula, charge and spin belongs to each record? In order, 0.0000, 0.0000, 0.0000 eV.
Which strongest force on any atom belongs to each record? In order, 3.93, 0.25, 0.92 eV/Å.